C5H7NOS | wB97M-V/def2-TZVPD

Results
Kohn-Sham gap in eV: 8.724
Charge: 0
LUMO energy in eV: 0.7351
ΔE to the lowest compared entry with this formula, charge and spin in kcal per mole: 69.18
Total energy in a.u.: -722.8078

Geometry as XYZ:
```
15
C5H7NOS, DFT wB97M-V/def2-TZVPD
C -0.746 -1.741 1.036
C -0.252 -0.478 0.205
O -1.345 0.425 0.139
C -0.795 1.453 -0.652
S -2.077 2.505 -1.284
C 0.590 1.306 -0.735
C 0.914 -0.038 -0.272
N 2.225 -0.695 -0.067
H -0.575 -1.116 2.072
H -0.210 -2.789 0.822
H -1.806 -1.974 0.835
H -2.206 3.210 -0.085
H 1.212 2.073 -1.118
H 2.816 -0.305 -0.803
H 2.257 -1.836 -0.092
```



C11H10BNO4S | wB97M-V/def2-TZVPD

Results
Kohn-Sham gap in eV: 8.502
Charge: 0
LUMO energy in eV: 0.1627
ΔE to the lowest compared entry with this formula, charge and spin in kcal per mole: 0.00
Total energy in a.u.: -1204.0548

Geometry as XYZ:
```
28
C11H10BNO4S, DFT wB97M-V/def2-TZVPD
O 1.551 -3.235 0.939
C 2.457 -2.686 1.518
N 3.001 -1.500 1.115
C 4.000 -0.800 1.800
O 4.359 -0.955 2.939
C 2.647 -1.055 -0.227
C 1.496 -0.112 -0.219
C 1.714 1.245 0.090
C 0.647 2.112 0.056
C -0.625 1.635 -0.265
S -2.157 2.447 -0.387
C -3.062 1.018 -0.803
B -4.617 1.066 -0.988
O -5.408 0.020 -0.547
O -5.078 2.267 -1.509
C -2.214 -0.017 -0.946
C -0.835 0.293 -0.600
C 0.255 -0.589 -0.548
H 2.795 -3.196 2.427
H 4.481 0.020 1.324
H 3.515 -0.641 -0.716
H 2.348 -1.975 -0.799
H 2.725 1.592 0.208
H 0.764 3.140 0.281
H -6.366 0.048 -0.733
H -6.028 2.516 -1.438
H -2.473 -1.005 -1.279
H 0.106 -1.651 -0.690
```



C22H61N9O10 | wB97M-V/def2-TZVPD

Results
Kohn-Sham gap in eV: 9.560
Charge: 0
LUMO energy in eV: 0.5683
Total energy in a.u.: -2119.9791

Geometry as XYZ:
```
102
C22H61N9O10, DFT wB97M-V/def2-TZVPD
C 3.735 3.275 -2.457
O 4.457 2.001 -2.616
C 3.811 1.069 -3.447
C 4.527 -0.293 -3.363
N 4.272 -0.776 -1.994
C 5.223 -1.866 -1.663
C 4.825 -2.647 -0.429
O 5.051 -1.867 0.782
C 4.548 -2.652 1.850
H 3.086 3.401 -1.584
H 3.183 3.422 -3.394
H 4.539 4.013 -2.436
H 3.863 1.358 -4.550
H 2.725 0.889 -3.246
H 5.584 -0.145 -3.617
H 4.032 -0.944 -4.093
H 4.531 -0.023 -1.343
H 6.291 -1.641 -1.621
H 5.019 -2.550 -2.513
H 5.443 -3.554 -0.308
H 3.738 -2.894 -0.452
H 4.947 -3.645 1.833
H 3.440 -2.763 1.870
H 4.729 -2.093 2.762
C -0.084 -3.853 -3.423
O -0.551 -2.542 -3.380
C -2.001 -2.483 -3.452
C -2.855 -3.005 -2.269
N -2.282 -2.590 -1.000
C -2.907 -3.198 0.222
C -1.760 -3.368 1.273
O -0.667 -4.067 0.667
C 0.445 -4.229 1.493
H 1.002 -3.777 -3.633
H -0.551 -4.503 -4.220
H -0.122 -4.431 -2.522
H -2.344 -2.990 -4.367
H -2.198 -1.386 -3.595
H -2.889 -4.102 -2.376
H -3.880 -2.631 -2.347
H -1.304 -2.821 -1.004
H -3.400 -4.172 0.050
H -3.705 -2.534 0.558
H -2.109 -3.852 2.185
H -1.440 -2.375 1.494
H 1.152 -4.844 0.924
H 0.197 -4.620 2.473
H 0.974 -3.301 1.672
C -1.446 3.396 4.115
O -2.614 2.985 3.424
C -3.097 3.858 2.436
C -4.327 3.187 1.767
N -3.829 2.279 0.781
C -4.808 1.281 0.240
C -5.593 0.368 1.181
O -4.699 -0.386 1.989
C -4.658 -0.012 3.342
H -1.269 2.719 4.994
H -1.536 4.411 4.553
H -0.580 3.457 3.505
H -2.301 4.082 1.694
H -3.438 4.839 2.777
H -4.962 3.978 1.340
H -4.931 2.664 2.518
H -3.034 1.694 1.069
H -4.283 0.611 -0.449
H -5.594 1.802 -0.394
H -6.115 -0.301 0.489
H -6.323 0.834 1.796
H -4.566 1.036 3.467
H -3.864 -0.646 3.678
H -5.604 -0.297 3.785
N -1.095 1.092 1.836
C -0.404 0.126 2.498
N 0.931 0.093 2.233
O -1.065 -0.655 3.160
H -0.508 1.903 1.566
H -1.805 1.392 2.519
H 1.591 -0.562 2.625
H 1.358 0.816 1.727
N 2.659 3.176 0.949
C 3.917 2.631 1.101
N 3.934 1.291 0.938
O 4.885 3.336 1.273
H 1.878 2.591 0.664
H 2.452 4.205 0.869
H 3.177 0.809 0.435
H 4.742 0.799 1.253
N 1.274 -0.983 -1.669
C 0.814 0.059 -0.955
N -0.545 0.085 -0.896
O 1.524 0.919 -0.373
H 0.701 -1.731 -2.152
H 2.262 -0.937 -1.846
H -0.998 -0.750 -1.224
H -0.954 0.701 -0.187
C -1.433 4.243 -1.895
O -1.581 3.592 -0.654
H -1.786 3.629 -2.734
H -1.958 5.208 -1.955
H -0.372 4.478 -2.097
H -2.444 3.207 -0.505
```



C3H12FHfN6O3 | wB97M-V/def2-TZVPD

Results
Kohn-Sham gap in eV: 2.425
Charge: +3
LUMO energy in eV: -15.8583
ΔE to the lowest compared entry with this formula, charge and spin in kcal per mole: 124.17
Total energy in a.u.: -822.3846

Geometry as XYZ:
```
26
C3H12FHfN6O3, DFT wB97M-V/def2-TZVPD
Hf 2.365 2.445 -0.472
F 1.787 0.163 -0.942
C -1.091 1.795 -0.896
O 0.063 2.134 -0.678
N -1.432 1.186 -1.929
N -1.954 1.924 0.077
H -2.399 0.897 -1.912
H -0.815 0.928 -2.686
H -2.899 1.587 -0.039
H -1.694 1.931 1.053
C 0.468 -2.985 -1.447
O -0.031 -4.054 -1.638
N -0.105 -1.919 -1.724
N 1.632 -2.775 -0.851
H -1.083 -1.961 -1.970
H 0.356 -1.023 -1.658
H 1.819 -1.786 -0.935
H 2.266 -3.492 -0.530
C 0.709 0.922 2.148
O 1.510 1.680 1.565
N 0.693 -0.371 2.056
N -0.251 1.289 2.920
H 1.329 -0.803 1.401
H 0.220 -0.796 2.840
H -1.093 0.801 3.192
H -0.369 2.282 3.058
```



C5H9NO | wB97M-V/def2-TZVPD

Results
Kohn-Sham gap in eV: 11.074
Charge: 0
LUMO energy in eV: 0.7450
ΔE to the lowest compared entry with this formula, charge and spin in kcal per mole: 67.34
Total energy in a.u.: -325.8302

Geometry as XYZ:
```
16
C5H9NO, DFT wB97M-V/def2-TZVPD
C -1.627 -0.051 -0.608
C -0.774 -0.157 0.647
O -0.229 -1.456 0.848
C 0.494 0.707 0.608
C 1.693 -0.466 0.008
C 0.500 1.819 -0.361
N 0.621 2.585 -1.223
H -2.215 0.873 -0.629
H -2.321 -0.897 -0.641
H -1.006 -0.065 -1.511
H -1.380 -0.007 1.545
H -0.469 -2.061 0.146
H 0.694 1.161 1.608
H 2.527 -0.276 0.663
H 1.802 -0.117 -1.009
H 1.689 -1.591 -0.088
```



| no. | molar mass (u) | HOMO energy (Eh) |
| --- | --- | --- |
| 1 | 129.18 | -0.2936 |
| 2 | 263.08 | -0.3065 |
| 3 | 611.78 | -0.3304 |
| 4 | 377.66 | -0.6719 |
| 5 | 99.13 | -0.3796 |